1.
A 2-piece molecular cluster, C18H13Br2N3O2 overall. Source: the Open Molecules 2025 dataset; level of theory: the ωB97M-V functional and the def2-TZVPD basis.

Properties
Total charge   0
Lowest unoccupied orbital energy   -2.90 eV
Orbital gap   4.883 eV

Each line ends with the Löwdin charge.
Positions of all 38 atoms, in Å:
1 Br -6.394 2.089 -1.528  0.77
2 C -4.704 1.275 -1.285  -0.66
3 C -4.616 -0.125 -1.188  -0.10
4 C -3.375 -0.721 -0.999  0.01
5 C -2.196 0.064 -0.946  -0.20
6 C -0.920 -0.579 -0.853  0.01
7 C 0.280 0.051 -1.155  -0.07
8 C 1.499 -0.601 -1.044  0.04
9 C 2.761 0.049 -1.181  -0.21
10 C 3.965 -0.705 -1.259  0.00
11 C 5.200 -0.074 -1.353  -0.10
12 C 5.258 1.332 -1.380  -0.67
13 Br 6.933 2.200 -1.457  0.78
14 C 4.084 2.103 -1.326  -0.10
15 C 2.852 1.468 -1.231  0.00
16 C -2.309 1.476 -1.049  0.00
17 C -3.551 2.077 -1.225  -0.10
18 H -5.509 -0.738 -1.270  0.11
19 H -3.279 -1.802 -0.907  0.12
20 H -0.896 -1.645 -0.641  0.11
21 H 0.246 1.080 -1.524  0.10
22 H 1.486 -1.671 -0.825  0.14
23 H 3.895 -1.793 -1.259  0.12
24 H 6.114 -0.659 -1.401  0.11
25 H 4.137 3.188 -1.350  0.11
26 H 1.942 2.068 -1.188  0.11
27 H -1.416 2.101 -0.975  0.11
28 H -3.628 3.156 -1.325  0.11
29 N -0.954 -1.387 1.478  0.00
30 C -1.628 -2.453 2.025  -0.25
31 N -1.525 -2.532 3.374  0.10
32 C -0.743 -1.445 3.686  -0.29
33 N -0.335 -1.135 5.005  -0.35
34 O 0.349 -0.093 5.134  0.00
35 O -0.653 -1.879 5.936  0.05
36 C -0.394 -0.725 2.525  -0.09
37 H -2.189 -3.184 1.429  0.09
38 H 0.211 0.168 2.534  0.10

2.
C18H13BrEuN3OS as an isolated structure. Source: the Open Molecules 2025 dataset; level of theory: the ωB97M-V functional and the def2-TZVPD basis.

Properties
Total charge   -1
2S+1   8
⟨S²⟩   15.76
Lowest unoccupied orbital energy (alpha / beta)   2.87 / 2.86 eV
Orbital gap (alpha / beta)   5.998 / 7.403 eV

Each line ends with the Löwdin charge.
Positions of all 38 atoms, in Å:
1 Eu -0.825 -0.087 1.506  1.20
2 N -1.102 -4.074 3.974  0.01
3 C -0.800 -2.808 3.486  -0.94
4 S -2.141 -1.697 3.401  0.36
5 N 0.483 -2.702 3.220  -0.04
6 N 0.810 -1.487 2.618  -0.17
7 C 2.057 -1.272 2.502  -0.12
8 C 2.702 -0.104 1.840  -0.17
9 C 4.058 -0.259 1.545  -0.09
10 C 4.802 0.698 0.876  -0.13
11 C 4.145 1.870 0.485  -0.12
12 C 2.812 2.067 0.774  -0.04
13 C 2.040 1.103 1.469  -0.43
14 O 0.793 1.316 1.740  -0.30
15 H -1.978 -4.180 4.444  0.04
16 H -0.325 -4.667 4.205  0.07
17 H 2.732 -2.039 2.894  0.11
18 H 4.540 -1.186 1.848  0.10
19 H 5.851 0.542 0.658  0.08
20 H 4.691 2.640 -0.053  0.09
21 H 2.301 2.975 0.476  0.10
22 Br 0.417 -1.044 -1.046  0.82
23 C -0.563 -0.022 -2.270  -0.62
24 C -0.010 0.116 -3.509  -0.16
25 C -0.754 0.785 -4.516  -0.10
26 C -2.011 1.233 -4.246  -0.06
27 C -2.586 1.077 -2.953  -0.19
28 C -3.911 1.515 -2.690  -0.08
29 C -4.428 1.354 -1.437  -0.11
30 C -3.631 0.793 -0.402  -0.18
31 C -2.333 0.363 -0.551  -0.24
32 C -1.847 0.485 -1.891  -0.26
33 H 0.968 -0.296 -3.721  0.09
34 H -0.323 0.915 -5.503  0.09
35 H -2.596 1.718 -5.024  0.10
36 H -4.488 1.962 -3.493  0.10
37 H -5.449 1.670 -1.238  0.09
38 H -4.101 0.727 0.582  0.07

3.
A single C18H13BrN4O molecule. Source: the Open Molecules 2025 dataset; level of theory: the ωB97M-V functional and the def2-TZVPD basis.

Properties
Total charge   0
SMILES   Brc1ccc(-c2ccc(C/N=N/c3nc4ccccc4[nH]3)o2)cc1
Lowest unoccupied orbital energy   -0.80 eV
Orbital gap   7.440 eV

Each line ends with the Löwdin charge.
Positions of all 37 atoms, in Å:
1 Br -6.843 3.041 -4.366  0.72
2 C -5.486 2.502 -3.143  -0.69
3 C -5.275 1.159 -2.836  -0.11
4 C -4.302 0.788 -1.919  -0.03
5 C -3.561 1.735 -1.253  -0.14
6 C -2.615 1.259 -0.196  -0.18
7 C -1.865 2.095 0.606  -0.01
8 C -1.171 1.267 1.571  -0.01
9 C -1.557 -0.030 1.333  -0.25
10 C -1.137 -1.200 2.150  -0.14
11 N 0.205 -1.625 1.782  0.04
12 N 0.573 -2.726 2.319  0.09
13 C 1.866 -3.190 2.097  -0.36
14 N 2.320 -4.371 2.468  0.18
15 C 3.621 -4.467 2.013  -0.25
16 C 4.538 -5.520 2.107  0.00
17 C 5.835 -5.366 1.540  -0.09
18 C 6.186 -4.185 0.893  -0.10
19 C 5.210 -3.202 0.727  -0.02
20 C 3.937 -3.322 1.311  -0.22
21 N 2.832 -2.521 1.356  0.16
22 O -2.401 -0.044 0.239  0.06
23 C -3.755 3.106 -1.621  -0.02
24 C -4.717 3.478 -2.537  -0.14
25 H -5.868 0.386 -3.319  0.11
26 H -4.199 -0.250 -1.678  0.11
27 H -1.805 3.186 0.531  0.11
28 H -0.467 1.589 2.337  0.11
29 H -1.124 -0.919 3.201  0.13
30 H -1.870 -2.014 2.033  0.13
31 H 4.219 -6.424 2.610  0.11
32 H 6.499 -6.202 1.596  0.09
33 H 7.185 -4.048 0.475  0.11
34 H 5.458 -2.311 0.136  0.11
35 H 2.726 -1.605 0.922  0.16
36 H -3.140 3.905 -1.192  0.11
37 H -4.882 4.550 -2.686  0.11

4.
A single C18H13ClN2O4 molecule. Source: the Open Molecules 2025 dataset; level of theory: the ωB97M-V functional and the def2-TZVPD basis.

Properties
Total charge   0
SMILES   O=C(COC(=O)c1cc2ccccc2cc1O)Nc1cccnc1Cl
Lowest unoccupied orbital energy   0.22 eV
Orbital gap   8.199 eV

Each line ends with the Löwdin charge.
Positions of all 38 atoms, in Å:
1 O 0.761 1.142 0.540  0.10
2 C 1.110 0.313 1.351  -0.40
3 C 1.297 -1.152 0.941  -0.07
4 O 0.868 -1.274 -0.396  0.00
5 C -0.473 -1.409 -0.580  -0.42
6 O -1.227 -1.662 0.324  0.14
7 C -0.839 -1.250 -1.998  -0.05
8 C -1.812 -2.080 -2.511  0.05
9 C -2.183 -2.031 -3.862  -0.16
10 C -3.162 -2.889 -4.409  -0.03
11 C -3.490 -2.815 -5.732  -0.09
12 C -2.853 -1.881 -6.568  -0.08
13 C -1.903 -1.036 -6.069  -0.03
14 C -1.540 -1.083 -4.705  -0.16
15 C -0.583 -0.215 -4.158  0.05
16 C -0.224 -0.270 -2.828  -0.25
17 O 0.664 0.634 -2.381  0.08
18 N 1.375 0.543 2.659  0.12
19 C 1.309 1.751 3.347  -0.22
20 C 0.932 2.965 2.780  0.02
21 C 0.907 4.102 3.573  -0.05
22 C 1.258 3.997 4.908  -0.14
23 N 1.618 2.848 5.458  0.05
24 C 1.642 1.776 4.710  -0.66
25 Cl 2.124 0.311 5.500  0.72
26 H 2.352 -1.432 0.967  0.15
27 H 0.706 -1.809 1.591  0.14
28 H -2.279 -2.799 -1.853  0.13
29 H -3.645 -3.603 -3.758  0.11
30 H -4.239 -3.472 -6.148  0.10
31 H -3.125 -1.838 -7.613  0.10
32 H -1.414 -0.316 -6.710  0.11
33 H -0.111 0.527 -4.783  0.13
34 H 0.760 0.616 -1.411  0.07
35 H 1.650 -0.238 3.247  0.09
36 H 0.665 3.006 1.737  0.11
37 H 0.617 5.052 3.153  0.11
38 H 1.257 4.848 5.574  0.11

5.
C18H13CoN4O9 as an isolated structure. Source: the Open Molecules 2025 dataset; level of theory: the ωB97M-V functional and the def2-TZVPD basis.

Properties
Total charge   -1
2S+1   2
⟨S²⟩   0.76
Lowest unoccupied orbital energy (alpha / beta)   2.23 / 2.23 eV
Orbital gap (alpha / beta)   7.999 / 8.419 eV

Each line ends with the Löwdin charge.
Positions of all 45 atoms, in Å:
1 Co -0.529 0.162 -0.620  0.64
2 O 1.499 5.181 2.022  0.06
3 C 1.096 3.935 1.654  -0.29
4 C -0.193 3.472 1.904  0.06
5 C -0.562 2.229 1.418  -0.14
6 N 0.286 1.461 0.744  0.11
7 C 1.525 1.883 0.509  -0.15
8 C 1.976 3.116 0.946  0.07
9 C 2.293 0.969 -0.473  -0.65
10 O 3.488 1.153 -0.646  0.03
11 O 1.535 0.160 -1.076  -0.06
12 C -2.013 1.708 1.401  -0.62
13 O -2.825 2.166 2.191  0.02
14 O -2.221 0.897 0.456  -0.06
15 H 0.761 5.646 2.439  0.11
16 H -0.920 4.058 2.449  0.12
17 H 2.974 3.450 0.715  0.13
18 C -1.468 0.056 -4.350  0.00
19 C -1.576 -1.105 -3.436  -0.32
20 N -1.284 -1.097 -2.154  0.13
21 C -1.475 -2.363 -1.687  -0.08
22 C -1.909 -3.165 -2.720  -0.07
23 N -1.966 -2.338 -3.817  0.18
24 C -2.304 -4.591 -2.818  -0.52
25 O -2.191 -5.298 -1.730  0.11
26 O -2.712 -5.031 -3.877  0.06
27 C -1.145 -2.659 -0.248  -0.56
28 O -1.358 -3.822 0.156  0.03
29 O -0.662 -1.715 0.403  0.01
30 H -0.462 0.468 -4.292  0.09
31 H -2.155 0.841 -4.039  0.07
32 H -1.694 -0.242 -5.371  0.08
33 H -2.235 -2.657 -4.735  0.17
34 H -1.845 -4.737 -0.906  0.07
35 C -1.009 4.774 -2.155  -0.07
36 C 0.241 4.179 -2.249  -0.05
37 C 0.336 2.804 -2.119  -0.11
38 N -0.715 2.011 -1.895  0.05
39 C -1.917 2.591 -1.827  -0.13
40 C -2.109 3.955 -1.940  -0.05
41 H -1.133 5.844 -2.247  0.10
42 H 1.126 4.765 -2.449  0.11
43 H 1.294 2.315 -2.204  0.11
44 H -2.752 1.922 -1.682  0.11
45 H -3.103 4.374 -1.894  0.10

6.
C18H13HfN3O3S2 as an isolated structure. Source: the Open Molecules 2025 dataset; level of theory: the ωB97M-V functional and the def2-TZVPD basis.

Properties
Total charge   +1
2S+1   2
⟨S²⟩   0.75
Lowest unoccupied orbital energy (alpha / beta)   -4.12 / -4.07 eV
Orbital gap (alpha / beta)   6.120 / 6.734 eV

Each line ends with the Löwdin charge.
Positions of all 40 atoms, in Å:
1 Hf 1.143 0.551 -0.314  1.57
2 O -4.292 -0.700 0.535  0.08
3 C -4.249 -0.035 -0.626  -0.26
4 C -5.472 0.247 -1.238  0.00
5 C -5.509 0.943 -2.425  -0.06
6 C -4.333 1.382 -3.037  -0.08
7 C -3.125 1.112 -2.441  -0.03
8 C -3.055 0.403 -1.232  -0.09
9 C -1.757 0.135 -0.630  -0.38
10 O -0.669 0.563 -1.269  -0.22
11 N -1.651 -0.487 0.507  0.06
12 N -0.319 -0.581 0.896  -0.10
13 C -0.111 -1.260 1.978  -0.01
14 C 1.158 -1.517 2.602  -0.14
15 C 1.156 -2.302 3.766  -0.02
16 C 2.335 -2.605 4.413  -0.06
17 C 3.537 -2.127 3.904  -0.04
18 C 3.575 -1.348 2.757  0.00
19 C 2.391 -1.039 2.106  -0.30
20 O 2.395 -0.278 0.998  -0.24
21 H -3.385 -0.809 0.884  0.07
22 H -6.376 -0.094 -0.754  0.13
23 H -6.465 1.151 -2.888  0.11
24 H -4.373 1.932 -3.966  0.11
25 H -2.206 1.450 -2.897  0.11
26 H -0.987 -1.687 2.461  0.14
27 H 0.214 -2.670 4.153  0.12
28 H 2.325 -3.210 5.309  0.11
29 H 4.463 -2.365 4.409  0.12
30 H 4.511 -0.973 2.367  0.12
31 S 0.341 3.417 1.481  0.70
32 C 1.083 2.608 0.391  -0.79
33 S 3.455 1.796 -4.261  1.13
34 C 4.532 1.602 -2.951  -0.34
35 C 3.890 1.053 -1.893  -0.22
36 N 2.550 0.814 -2.113  -0.18
37 C 2.197 1.175 -3.329  -0.44
38 H 5.571 1.876 -3.020  0.09
39 H 4.325 0.798 -0.938  0.12
40 H 1.185 1.078 -3.695  0.09

7.
C18H14AsSTe4W as an isolated structure. Source: the Open Molecules 2025 dataset; level of theory: the ωB97M-V functional and the def2-TZVPD basis.

Properties
Total charge   +1
2S+1   3
⟨S²⟩   2.06
Lowest unoccupied orbital energy (alpha / beta)   -4.71 / -5.46 eV
Orbital gap (alpha / beta)   6.083 / 5.425 eV

Each line ends with the Löwdin charge.
Positions of all 39 atoms, in Å:
1 W -0.879 1.733 -2.582  -0.40
2 S 1.293 1.177 -3.101  0.51
3 C 2.230 0.888 -1.605  -0.64
4 C 3.617 0.901 -1.710  -0.10
5 C 4.392 0.747 -0.570  -0.05
6 C 3.798 0.560 0.671  -0.06
7 C 2.414 0.518 0.776  -0.07
8 C 1.639 0.685 -0.361  -0.41
9 As -0.271 0.561 -0.412  1.13
10 C -0.960 0.852 1.357  -0.37
11 C -0.723 -0.136 2.312  -0.11
12 C -1.151 0.050 3.618  -0.06
13 C -1.821 1.212 3.973  -0.06
14 C -2.073 2.188 3.020  -0.06
15 C -1.644 2.008 1.713  -0.13
16 C -0.613 -1.319 -0.695  -0.41
17 C 0.385 -2.154 -1.178  -0.09
18 C 0.088 -3.483 -1.457  -0.06
19 C -1.195 -3.967 -1.254  -0.06
20 C -2.190 -3.128 -0.763  -0.07
21 C -1.902 -1.802 -0.484  -0.14
22 H 4.087 1.045 -2.674  0.11
23 H 5.470 0.775 -0.651  0.12
24 H 4.409 0.443 1.555  0.11
25 H 1.950 0.361 1.742  0.10
26 H -0.214 -1.054 2.044  0.11
27 H -0.962 -0.718 4.356  0.11
28 H -2.157 1.351 4.992  0.11
29 H -2.609 3.087 3.292  0.11
30 H -1.882 2.761 0.973  0.01
31 H 1.391 -1.785 -1.338  0.10
32 H 0.863 -4.139 -1.830  0.11
33 H -1.422 -5.002 -1.471  0.11
34 H -3.187 -3.512 -0.591  0.11
35 H -2.681 -1.155 -0.097  0.10
36 Te -2.016 -0.138 -4.058  0.35
37 Te -3.602 1.392 -2.573  0.28
38 Te -1.240 4.141 -3.749  0.31
39 Te -0.628 4.053 -1.190  0.32

8.
C18H14BCl2N2O6 as an isolated structure. Source: the Open Molecules 2025 dataset; level of theory: the ωB97M-V functional and the def2-TZVPD basis.

Properties
Total charge   -1
Lowest unoccupied orbital energy   2.35 eV
Orbital gap   6.417 eV

Each line ends with the Löwdin charge.
Positions of all 43 atoms, in Å:
1 N -5.718 -1.891 2.172  0.19
2 C -4.600 -1.579 2.101  -0.19
3 C -3.200 -1.250 1.846  -0.25
4 C -2.991 0.124 2.430  -0.15
5 C -3.935 1.124 2.148  -0.24
6 N -4.738 1.945 1.914  0.12
7 C -1.979 0.404 3.435  -0.44
8 O -1.596 1.570 3.619  -0.03
9 C -1.357 -0.738 4.172  -0.58
10 Cl -0.177 -0.342 5.351  0.72
11 C -1.569 -2.034 3.811  -0.63
12 Cl -0.665 -3.305 4.484  0.73
13 C -2.475 -2.367 2.686  -0.29
14 O -2.758 -3.545 2.527  0.05
15 C -3.561 -1.091 -3.171  -0.03
16 C -3.590 -1.528 -1.781  -0.29
17 C -3.877 -2.798 -1.324  -0.01
18 C -3.350 -2.883 -0.013  0.01
19 C -3.320 -1.571 0.421  -0.21
20 B -0.626 -0.636 0.292  -0.90
21 O -1.207 0.627 0.079  0.10
22 C -0.006 1.341 -0.147  -0.08
23 C 1.188 0.361 0.129  -0.38
24 C 2.508 1.042 -0.016  -0.03
25 C 1.061 -0.911 -0.865  -0.06
26 O -0.262 -1.425 -0.803  0.12
27 C 0.957 -0.166 1.625  -0.04
28 O -0.214 -1.011 1.575  0.09
29 O -3.225 -0.729 -0.698  0.08
30 H -4.474 -1.470 -3.647  0.09
31 H -3.472 -0.013 -3.294  0.09
32 H -2.718 -1.598 -3.657  0.09
33 H -4.513 -3.559 -1.738  0.11
34 H -3.261 -3.721 0.666  0.11
35 H -0.002 1.666 -1.196  0.14
36 H 0.005 2.170 0.569  0.15
37 H 3.294 0.406 0.379  0.09
38 H 2.694 1.220 -1.067  0.09
39 H 2.471 1.996 0.511  0.10
40 H 1.182 -0.556 -1.896  0.14
41 H 1.783 -1.700 -0.570  0.15
42 H 1.779 -0.805 1.997  0.15
43 H 0.741 0.684 2.311  0.14

Computed values of molar mass (unit: g mol⁻¹) for the preceding records, in sequence: 463.129 551.257 381.233 356.765 488.254 561.944 1031.539 436.036.